1.
ORCA calculation (ωB97M-V/def2-TZVPD) on C43H39N7O4P2S2Zr as an isolated structure.

ORCA input file:
```
! RIJCOSX wB97M-V def2-TZVPD def2/J DEFGRID3
* xyz 0 1
Zr -0.073 1.396 -1.603
S -2.038 -0.070 0.554
P -0.545 -1.333 0.705
C 0.754 -0.997 1.897
P 0.487 -1.408 3.542
S 0.640 0.534 3.030
C 1.880 -2.179 4.363
C 3.076 -1.484 4.510
C 4.188 -2.135 5.023
C 4.112 -3.476 5.378
C 2.921 -4.173 5.225
C 1.803 -3.525 4.718
C -0.966 -1.734 4.526
C -0.819 -1.827 5.912
C -1.946 -1.956 6.712
C -3.209 -1.996 6.133
C -3.350 -1.911 4.755
C -2.231 -1.778 3.947
C 0.408 -1.340 -0.932
C -0.604 -1.410 -2.156
C -0.454 -2.639 -3.008
C 0.472 -3.570 -2.809
C 1.451 -3.446 -1.714
C 1.441 -2.415 -0.876
C -1.026 -3.060 1.040
C -0.103 -4.006 1.502
C -0.517 -5.295 1.807
C -1.850 -5.658 1.645
C -2.766 -4.730 1.175
C -2.356 -3.437 0.874
H 3.124 -0.442 4.218
H 5.119 -1.595 5.144
H 4.984 -3.979 5.776
H 2.862 -5.218 5.499
H 0.870 -4.067 4.601
H 0.163 -1.796 6.365
H -1.837 -2.018 7.787
H -4.087 -2.086 6.761
H -4.334 -1.941 4.305
H -2.345 -1.681 2.876
H -1.624 -1.392 -1.762
H -1.124 -2.688 -3.860
H 0.554 -4.413 -3.485
H 2.218 -4.208 -1.615
H 2.197 -2.283 -0.110
H 0.940 -3.736 1.618
H 0.203 -6.020 2.168
H -2.170 -6.666 1.877
H -3.805 -5.008 1.050
H -3.070 -2.701 0.522
C 3.821 2.389 0.793
C 4.835 2.308 -0.144
C 4.509 2.292 -1.492
C 3.175 2.344 -1.847
N 2.193 2.399 -0.945
C 2.509 2.429 0.351
C 2.722 2.343 -3.267
C 3.430 2.990 -4.264
C 2.919 2.976 -5.553
C 1.738 2.301 -5.799
C 1.098 1.672 -4.745
N 1.573 1.698 -3.501
H 4.026 2.415 1.855
H 5.871 2.255 0.167
H 5.272 2.214 -2.255
H 1.678 2.499 1.051
H 4.346 3.514 -4.028
H 3.437 3.492 -6.352
H 1.307 2.259 -6.790
H 0.184 1.108 -4.881
C -3.679 0.907 -5.177
N -3.656 1.016 -3.727
C -4.554 2.035 -3.221
C -2.435 0.944 -3.065
N -2.106 1.525 -2.002
H -4.704 0.730 -5.503
H -3.064 0.081 -5.513
H -3.325 1.830 -5.660
H -5.570 1.800 -3.541
H -4.294 3.036 -3.595
H -4.509 2.060 -2.136
C -1.538 5.788 -2.820
N -1.176 5.247 -1.515
C -1.466 5.902 -0.334
C -1.156 5.375 0.857
C -0.531 4.050 0.926
O -0.146 3.545 1.974
N -0.386 3.393 -0.280
C -0.592 4.019 -1.441
O -0.229 3.439 -2.517
H -1.887 6.808 -2.676
H -2.325 5.193 -3.280
H -0.677 5.788 -3.483
H -1.940 6.867 -0.449
H -1.348 5.902 1.778
O -1.595 0.068 -3.756
N -0.388 -0.187 -2.981
O 1.015 -0.058 -0.830
*
```

Output
- HOMO: -7.1 eV
- Electronic energy: -105375.0801 eV
- Orbital gap: 7.314 eV

=====

2.
ORCA calculation (ωB97M-V/def2-TZVPD) on an isolated ion of composition CH5NO2PS and charge -1.

ORCA input file:
```
! RIJCOSX wB97M-V def2-TZVPD def2/J DEFGRID3
* xyz -1 1
C -1.696 0.021 -0.565
N 1.279 -0.481 1.353
O 2.403 -0.624 -0.993
O 0.603 1.808 -0.484
P 1.175 -0.184 -0.319
S -0.525 -1.330 -0.854
H -2.296 -0.194 0.317
H -2.340 0.121 -1.435
H -1.059 0.918 -0.448
H 0.415 -0.167 1.775
H 2.040 0.112 1.654
*
```

Output
- HOMO: -4.0 eV
- Electronic energy: -26828.4785 eV
- SMILES: CS[P@@](N)(=O)[O-]
- Orbital gap: 7.421 eV

=====

3.
ORCA calculation (ωB97M-V/def2-TZVPD) on C25H43BrN2P2Pd as an isolated structure.

ORCA input file:
```
! RIJCOSX wB97M-V def2-TZVPD def2/J DEFGRID3
* xyz 4 5
N -6.521 4.755 -3.932
C -6.295 5.195 -2.689
C -5.383 4.557 -1.828
C -4.657 3.413 -2.282
C -4.901 3.009 -3.622
C -5.851 3.702 -4.387
C -3.672 2.806 -1.377
Pd -0.885 0.077 0.702
P 4.444 -0.573 1.230
C -2.619 2.008 -1.728
C -1.438 1.853 -0.899
C -0.193 1.444 -1.457
C 1.014 1.900 -0.894
C 0.923 2.726 0.240
C -0.225 2.596 1.077
C -1.463 2.228 0.490
Br 2.311 3.925 0.687
H -3.764 3.117 -0.328
H -2.597 1.555 -2.734
H -5.244 4.997 -0.831
H -4.382 2.180 -4.087
H -6.868 6.076 -2.359
H -6.101 3.405 -5.405
H -0.212 0.929 -2.427
H -2.442 2.384 0.958
H 1.949 1.661 -1.395
H -0.203 2.954 2.103
P -0.602 -2.176 0.499
C 4.572 1.223 1.054
C 5.886 1.670 0.397
H 4.494 1.642 2.066
H 3.707 1.559 0.464
H 5.937 2.771 0.394
H 6.747 1.270 0.955
H 5.947 1.315 -0.643
C 3.786 -1.035 -0.416
C 4.782 -1.923 -1.165
H 3.582 -0.110 -0.976
H 2.848 -1.572 -0.228
H 4.454 -2.063 -2.202
H 5.789 -1.482 -1.183
H 4.857 -2.917 -0.705
C 3.128 -0.848 2.455
C 3.561 -1.712 3.634
H 2.302 -1.313 1.886
H 2.837 0.162 2.785
H 2.713 -2.317 3.967
H 4.389 -2.388 3.391
H 3.876 -1.080 4.470
C -0.360 -3.487 1.802
C -1.483 -4.504 1.980
H -0.151 -3.000 2.764
H 0.562 -4.028 1.540
H -2.348 -4.070 2.494
H -1.828 -4.903 1.021
H -1.126 -5.354 2.576
C 0.484 -2.870 -0.805
C 0.055 -2.585 -2.235
H 0.566 -3.955 -0.622
H 1.478 -2.448 -0.605
H -0.905 -3.068 -2.449
H -0.025 -1.508 -2.436
H 0.808 -3.004 -2.915
C -2.329 -2.399 -0.104
C -3.308 -1.734 0.856
H -2.526 -3.461 -0.287
H -2.343 -1.896 -1.082
H -4.268 -1.619 0.345
H -3.426 -2.324 1.768
H -2.972 -0.719 1.146
N 0.111 -0.139 2.664
H 1.031 0.337 2.543
H 0.334 -1.114 2.863
H -0.351 0.299 3.451
*
```

Output
- HOMO (alpha / beta): -19.0 / -19.8 eV
- Electronic energy: -121657.7169 eV
- Orbital gap (alpha / beta): 6.949 / 5.376 eV

=====

4.
ORCA calculation (ωB97M-V/def2-TZVPD) on a 2-piece molecular cluster, C2H10OSi2 overall.

ORCA input file:
```
! RIJCOSX wB97M-V def2-TZVPD def2/J DEFGRID3
* xyz 0 1
C 1.112 -0.733 1.711
C 0.190 -1.606 -1.231
O -1.135 2.802 -0.645
Si -1.477 1.383 0.012
Si 0.364 -0.073 0.099
H 0.365 -0.752 2.504
H 1.315 -1.766 1.477
H 1.984 -0.255 1.996
H 0.347 -2.634 -0.805
H -0.832 -1.588 -1.726
H 0.878 -1.452 -1.982
H -0.558 2.818 -1.342
H -2.402 0.928 -0.942
H -2.198 1.960 1.260
H 2.048 0.968 -0.386
*
```

Output
- HOMO: -9.6 eV
- Electronic energy: -20037.4306 eV
- Orbital gap: 9.592 eV

=====

5.
ORCA calculation (ωB97M-V/def2-TZVPD) on C6H14Br2NaO2P2SSi2 as an isolated structure.

ORCA input file:
```
! RIJCOSX wB97M-V def2-TZVPD def2/J DEFGRID3
* xyz 1 1
C -0.001 2.827 0.855
C -0.370 2.328 -0.365
C -1.690 1.629 -0.604
Si -1.730 -0.210 -0.196
O -0.352 -1.068 -0.617
Si 0.869 -1.216 0.504
C 2.524 -1.533 -0.345
Br 2.951 -3.377 -0.819
C 3.424 -0.599 -0.661
C 3.186 0.860 -0.346
Br 5.063 -0.943 -1.545
P -2.355 -0.465 1.949
O -1.400 0.180 2.894
P -3.409 -1.071 -1.429
S -4.990 0.060 -1.206
H 0.109 2.153 1.697
H 0.121 3.898 0.963
H 0.284 2.416 -1.229
H -2.437 2.108 0.015
H -1.931 1.723 -1.660
H 0.621 -2.425 1.311
H 0.993 -0.034 1.358
H 3.950 1.476 -0.800
H 3.127 1.022 0.723
H 2.260 1.142 -0.840
H -2.640 -1.822 2.239
H -3.613 0.176 2.023
H -2.930 -1.085 -2.757
H -3.583 -2.407 -1.009
Na 3.951 -5.743 -0.102
*
```

Output
- HOMO: -10.2 eV
- Electronic energy: -200206.9541 eV
- Orbital gap: 5.372 eV